1.
Below is the ion C3H7OS with charge -1 in a non-equilibrium geometry, with properties calculated with ωB97M-V/def2-TZVPD.

HOMO level	-2.34	eV
calculated total energy	-16106.407	eV
HOMO-LUMO gap	5.671	eV
structure (SMILES)	[O-]CCCS
relative energy (zero: lowest compared OMol25 entry of this formula, charge and spin)	43.1	kcal per mole
molar mass	91.15	g/mol
lowest unoccupied orbital energy	0.12255	hartree

```
! RIJCOSX wB97M-V def2-TZVPD def2/J DEFGRID3
* xyz -1 1
O 0.2524 -1.8978 -1.4936
C -0.9001 -1.5546 -0.9269
C -0.8132 -0.4569 0.1688
C 0.2713 0.5315 -0.2269
S 0.6284 1.7123 1.1569
H -1.7109 -1.2434 -1.6795
H -1.5279 -2.3979 -0.5193
H -0.4655 -0.9936 1.0522
H -1.7252 0.1436 0.1765
H 1.1563 -0.0105 -0.5608
H 0.1282 1.2641 -0.9916
H 1.7232 1.0886 1.6072
*
```

These are the natural (NBO) partial charges, in e, on atoms 1 to 8: O -0.942; C 0.004; C -0.470; C -0.479; S -0.152; H 0.036; H 0.063; H 0.193

2.
Below is a cluster of 2 separate species, C3H7OS in total in a non-equilibrium geometry, with properties calculated with ωB97M-V/def2-TZVPD.

HOMO level	-2.40	eV
calculated total energy	-16106.741	eV
HOMO-LUMO gap	6.429	eV
relative energy (zero: lowest compared OMol25 entry of this formula, charge and spin)	35.4	kcal per mole
molar mass	91.15	g/mol
lowest unoccupied orbital energy	0.14811	hartree

```
! RIJCOSX wB97M-V def2-TZVPD def2/J DEFGRID3
* xyz -1 1
O 2.7903 -0.3892 1.9557
C 2.1424 0.1958 1.1279
H 2.5341 0.3832 0.1132
H 1.1101 0.5428 1.3055
C -1.2435 0.7012 -0.8314
C -0.7859 -0.7884 -0.5483
S -0.9087 -1.2253 1.2444
H -0.6339 1.3594 -1.4611
H -2.3309 0.6238 -1.0567
H -1.2765 1.1148 0.1856
H -1.5542 -1.3924 -1.0814
H 0.1568 -1.1256 -0.9534
*
```

These are the natural (NBO) partial charges, in e, on atoms 1 to 8: O -0.540; C 0.280; H 0.069; H 0.157; C -0.667; C -0.532; S -0.713; H 0.181

3.
Below is the ion C3H7OS with charge -1 in a non-equilibrium geometry, with properties calculated with ωB97M-V/def2-TZVPD.

HOMO level	-2.41	eV
calculated total energy	-16106.535	eV
HOMO-LUMO gap	5.698	eV
structure (SMILES)	[O-]CCCS
relative energy (zero: lowest compared OMol25 entry of this formula, charge and spin)	40.2	kcal per mole
molar mass	91.15	g/mol
lowest unoccupied orbital energy	0.12066	hartree

```
! RIJCOSX wB97M-V def2-TZVPD def2/J DEFGRID3
* xyz -1 1
O 1.8651 -1.0156 -0.2313
C 1.2542 -0.0708 -0.9415
C -0.2327 0.0994 -0.5713
C -0.3759 0.0645 0.9542
S -1.9669 0.4513 1.7210
H 1.7609 0.9379 -0.9552
H 1.2306 -0.1988 -2.0684
H -0.8576 -0.7154 -0.9672
H -0.7137 1.0084 -0.9594
H 0.2879 -0.7404 1.2829
H 0.2054 0.9465 1.2764
H -2.4573 -0.7671 1.4598
*
```

These are the natural (NBO) partial charges, in e, on atoms 1 to 8: O -0.944; C -0.004; C -0.430; C -0.553; S -0.088; H 0.058; H 0.058; H 0.165

Question: Which of these has the highest HOMO-LUMO gap?
Answer: number 2

Question: HOMO level of number 2 (C3H7OS)?
Answer: -2.40 eV